A cluster of 2 separate species, C3H9O in total at a distorted geometry. Source: the Open Molecules 2025 dataset; level of theory: wB97M-V/def2-TZVPD.

Last column: natural (NBO) charge in e.
Element x y z (Å)
1 C 1.19 -1.88 -2.42  -0.856
2 H 1.40 -1.01 -3.03  0.206
3 H 1.67 -2.71 -2.92  0.189
4 H 0.13 -1.99 -2.19  0.237
5 H 1.65 -1.72 -1.45  0.222
6 C -0.51 0.31 1.28  -0.009
7 O -1.61 0.37 0.49  -0.963
8 C 0.54 1.44 0.99  -0.661
9 H 0.12 -0.62 1.30  0.048
10 H -0.86 0.47 2.32  0.068
11 H 0.00 2.36 1.22  0.182
12 H 0.83 1.42 -0.06  0.182
13 H 1.37 1.38 1.69  0.156

Properties
Molecular weight, u: 61.10
Total charge: -1
Energy above the lowest of the compared OMol25 structures with the same formula, charge and spin, kJ/mol: 39.7
Energy, eV: -5303.4844
HOMO-LUMO gap, eV: 5.901

***

A cluster of 2 separate species, C3H9O2 in total at a distorted geometry. Source: the Open Molecules 2025 dataset; level of theory: wB97M-V/def2-TZVPD.

Last column: natural (NBO) charge in e.
Element x y z (Å)
1 C -1.28 -0.40 -2.18  -0.187
2 O -1.21 -1.00 -0.98  -0.959
3 H -0.46 0.36 -2.39  0.063
4 H -2.19 0.31 -2.27  0.060
5 H -1.31 -1.10 -3.08  0.084
6 C 1.24 -0.17 0.93  -0.055
7 O 2.07 0.10 2.12  -0.768
8 C -0.07 0.51 1.05  -0.714
9 H 1.16 -1.26 0.95  0.173
10 H 1.83 0.05 0.03  0.161
11 H 1.50 0.64 2.66  0.453
12 H -0.64 0.08 1.90  0.184
13 H -0.62 0.26 0.11  0.336
14 H -0.02 1.61 1.15  0.170

Properties
Molecular weight, u: 77.10
Total charge: -1
Energy above the lowest of the compared OMol25 structures with the same formula, charge and spin, kJ/mol: 138.5
Energy, eV: -7350.6927
HOMO-LUMO gap, eV: 6.428

***

The molecule C3H9O2P at a distorted geometry. Source: the Open Molecules 2025 dataset; level of theory: wB97M-V/def2-TZVPD.

Last column: natural (NBO) charge in e.
Element x y z (Å)
1 C -1.77 -1.00 0.14  -0.666
2 C -1.24 0.24 -0.50  0.030
3 O -1.69 1.47 -0.02  -0.730
4 P 0.82 0.47 -0.03  0.814
5 C 2.26 -0.46 -0.40  -0.581
6 O 3.16 0.28 0.48  -0.775
7 H -2.70 -0.98 -0.27  0.213
8 H -1.23 -1.90 -0.02  0.238
9 H -1.72 -0.87 1.19  0.215
10 H -1.35 0.13 -1.64  0.186
11 H -2.55 1.52 0.35  0.487
12 H 0.52 1.07 1.22  -0.066
13 H 1.25 1.75 -0.73  -0.010
14 H 2.26 -1.54 -0.22  0.169
15 H 3.99 -0.17 0.43  0.478

Properties
Molecular weight, u: 108.08
Energy above the lowest of the compared OMol25 structures with the same formula, charge and spin, kJ/mol: 521.1
Energy, eV: -16635.6189
Structure (SMILES): C[C@@H](O)[PH2]=CO
HOMO-LUMO gap, eV: 7.192

***

A cluster of 2 separate species, C3H9O2S in total at a distorted geometry. Source: the Open Molecules 2025 dataset; level of theory: wB97M-V/def2-TZVPD.

Last column: natural (NBO) charge in e.
Element x y z (Å)
1 C -0.62 0.24 -1.39  -0.017
2 O 0.51 -0.49 -1.44  -0.957
3 C -0.95 0.71 0.06  -0.457
4 C 0.33 1.16 0.81  -0.495
5 S 0.27 0.69 2.65  -0.120
6 H -1.57 -0.29 -1.68  0.100
7 H -0.55 1.13 -2.08  0.080
8 H -1.86 1.33 0.06  0.174
9 H -1.21 -0.18 0.64  0.192
10 H 0.51 2.24 0.81  0.182
11 H 1.11 0.73 0.16  0.283
12 H -0.51 1.72 2.85  0.099
13 H 0.83 -2.55 -3.69  0.443
14 H 0.23 -1.87 -2.37  0.521
15 O 0.26 -2.69 -2.93  -1.028

Properties
Molecular weight, u: 109.17
Total charge: -1
Energy above the lowest of the compared OMol25 structures with the same formula, charge and spin, kJ/mol: 74.4
Energy, eV: -18187.1513
HOMO-LUMO gap, eV: 6.606

***

A structure of composition C3H9O3 at a distorted geometry. Source: the Open Molecules 2025 dataset; level of theory: wB97M-V/def2-TZVPD.

Last column: natural (NBO) charge in e.
Element x y z (Å)
1 C -0.94 -0.61 0.52  -0.503
2 C 0.41 -0.51 -0.05  -0.099
3 O 1.00 0.91 -0.19  -0.781
4 C -2.17 0.04 -0.23  -0.001
5 O -3.37 -0.16 0.36  -0.937
6 H -1.01 -0.33 1.56  0.199
7 H -1.23 -1.69 0.59  0.211
8 H 1.22 -0.99 0.54  0.189
9 H 0.36 -1.19 -0.96  0.178
10 H 0.21 1.08 -0.76  0.526
11 H -1.81 1.11 -0.41  0.030
12 H -2.23 -0.38 -1.22  0.088
13 H 3.78 1.38 -0.25  0.438
14 H 2.26 0.76 0.30  0.523
15 O 3.52 0.57 0.20  -1.061

Properties
Molecular weight, u: 93.10
Total charge: -1
Energy above the lowest of the compared OMol25 structures with the same formula, charge and spin, kJ/mol: 285.7
Energy, eV: -9396.7664
HOMO-LUMO gap, eV: 6.457

***

A cluster of 2 separate species, C3H9O3 in total at a distorted geometry. Source: the Open Molecules 2025 dataset; level of theory: wB97M-V/def2-TZVPD.

Last column: natural (NBO) charge in e.
Element x y z (Å)
1 C 1.03 0.16 0.20  -0.132
2 O 0.79 1.44 -0.05  -0.300
3 C -0.02 -0.57 1.07  -0.470
4 C -1.06 -0.90 0.04  -0.069
5 O -2.07 -1.88 0.68  -0.755
6 H 1.08 -0.42 -0.77  0.243
7 H 2.05 -0.05 0.72  0.232
8 H -0.42 0.09 1.88  0.234
9 H 0.53 -1.44 1.62  0.217
10 H -1.69 -0.09 -0.32  0.208
11 H -0.65 -1.45 -0.84  0.175
12 H -1.68 -2.31 1.51  0.464
13 H 0.09 2.62 -2.39  0.446
14 H 1.06 2.12 -1.20  0.466
15 O 0.95 2.68 -2.15  -0.960

Properties
Molecular weight, u: 93.10
Multiplicity: 2
Energy above the lowest of the compared OMol25 structures with the same formula, charge and spin, kJ/mol: 159.4
Energy, eV: -9395.3564
HOMO-LUMO gap (alpha / beta), eV: 11.191 / 7.326

***

A cluster of 3 separate species, C3H9O3S in total at a distorted geometry. Source: the Open Molecules 2025 dataset; level of theory: wB97M-V/def2-TZVPD.

Last column: natural (NBO) charge in e.
Element x y z (Å)
1 O 3.72 1.80 -1.55  -0.503
2 C 3.01 0.93 -1.26  0.451
3 C 1.59 0.91 -0.72  -0.529
4 C 0.60 0.59 -1.85  -0.623
5 S -0.68 -2.09 1.52  0.287
6 H 3.38 -0.03 -1.66  0.079
7 H 1.43 0.16 0.16  0.217
8 H 1.49 1.86 -0.12  0.226
9 H -0.37 1.33 -1.80  0.243
10 H 1.18 0.77 -2.85  0.215
11 H -2.07 -0.67 2.38  0.448
12 H 0.54 -0.49 -1.85  0.221
13 O -1.53 -1.11 2.90  -0.733
14 H -3.71 1.46 -0.10  0.498
15 H -4.49 0.25 -0.96  0.484
16 O -4.41 1.09 -0.67  -0.981

Properties
Molecular weight, u: 125.17
Multiplicity: 2
Energy above the lowest of the compared OMol25 structures with the same formula, charge and spin, kJ/mol: 185.3
Energy, eV: -20229.7532
HOMO-LUMO gap (alpha / beta), eV: 8.879 / 6.971

***

A cluster of 3 separate species, C3H9O4 in total at a distorted geometry. Source: the Open Molecules 2025 dataset; level of theory: wB97M-V/def2-TZVPD.

Last column: natural (NBO) charge in e.
Element x y z (Å)
1 O -1.34 -1.38 -1.02  -0.722
2 C -0.37 -0.85 -0.61  0.788
3 O 0.05 -0.80 0.55  -0.821
4 C 0.51 -0.14 -1.69  -0.538
5 C 1.67 0.50 -1.16  -0.596
6 H 0.91 -1.00 -2.32  0.203
7 H -0.19 0.59 -2.23  0.198
8 H 1.56 0.90 -0.18  0.221
9 H 2.55 -0.29 -1.06  0.175
10 H 2.18 1.18 -1.84  0.181
11 H -2.28 0.75 1.16  0.479
12 H -1.25 1.84 1.17  0.470
13 O -2.15 1.61 1.24  -0.949
14 H -0.73 -0.29 3.13  0.433
15 H -0.38 -1.26 1.92  0.513
16 O -0.73 -1.35 2.94  -1.033

Properties
Molecular weight, u: 109.10
Total charge: -1
Energy above the lowest of the compared OMol25 structures with the same formula, charge and spin, kJ/mol: 130.9
Energy, eV: -11447.9126
HOMO-LUMO gap, eV: 8.643

***

A cluster of 2 separate species, C3H9O4P in total at a distorted geometry. Source: the Open Molecules 2025 dataset; level of theory: wB97M-V/def2-TZVPD.

Last column: natural (NBO) charge in e.
Element x y z (Å)
1 C 0.43 -1.30 2.25  -0.986
2 C -0.54 0.43 0.05  -0.592
3 C -0.32 0.99 -1.37  0.695
4 O 1.17 -1.75 -0.32  -1.095
5 O 1.05 0.85 -1.77  -0.727
6 O -0.77 2.23 -1.47  -0.694
7 O -1.35 0.27 -2.06  -0.733
8 P -0.01 -1.20 0.46  1.679
9 H -0.12 -0.75 3.05  0.245
10 H 0.49 -2.31 2.54  0.248
11 H 1.39 -0.65 2.23  0.251
12 H -1.29 0.80 0.64  0.224
13 H 1.02 1.10 0.99  0.070
14 H 1.33 0.04 -1.21  0.518
15 H 0.03 2.79 -1.49  0.493
16 H -1.38 0.54 -2.97  0.487
17 H -1.13 -2.10 0.46  -0.084

Properties
Molecular weight, u: 140.08
Energy above the lowest of the compared OMol25 structures with the same formula, charge and spin, kJ/mol: 458.6
Energy, eV: -20732.5254
HOMO-LUMO gap, eV: 9.490

***

The ion C3H9O4S with charge +1 at a distorted geometry. Source: the Open Molecules 2025 dataset; level of theory: wB97M-V/def2-TZVPD.

Last column: natural (NBO) charge in e.
Element x y z (Å)
1 C 0.31 2.38 -0.53  -0.306
2 C -2.10 -1.09 -0.68  -0.257
3 C 1.87 -0.18 2.20  -0.242
4 O -1.11 0.70 1.82  -0.787
5 O -0.03 1.02 -0.67  -0.655
6 O -0.80 -1.18 0.03  -0.654
7 O 1.15 -0.51 0.97  -0.679
8 S -0.20 0.05 0.53  2.482
9 H 0.66 2.79 -1.48  0.247
10 H 1.24 2.55 0.17  0.209
11 H -0.43 3.13 -0.17  0.247
12 H -2.80 -0.55 0.05  0.240
13 H -2.26 -2.08 -0.98  0.243
14 H -2.05 -0.45 -1.49  0.211
15 H 1.00 0.10 2.84  0.246
16 H 2.56 0.57 1.72  0.224
17 H 2.31 -1.12 2.42  0.232

Properties
Molecular weight, u: 141.17
Total charge: +1
Energy above the lowest of the compared OMol25 structures with the same formula, charge and spin, kJ/mol: 217.8
Energy, eV: -22270.0789
HOMO-LUMO gap, eV: 12.275

***

A cluster of 2 separate species, C3H9OP in total at a distorted geometry. Source: the Open Molecules 2025 dataset; level of theory: wB97M-V/def2-TZVPD.

Last column: natural (NBO) charge in e.
Element x y z (Å)
1 C 1.20 0.91 -0.01  -0.302
2 C 1.35 -0.46 0.54  -0.146
3 C -1.38 0.47 -0.82  -0.761
4 O 1.28 -1.46 -0.45  -0.714
5 P -2.23 -0.47 0.38  0.358
6 H 1.06 1.72 0.68  0.186
7 H 1.57 1.11 -0.99  0.189
8 H 2.32 -0.61 1.03  0.197
9 H 0.58 -0.64 1.32  0.164
10 H -1.62 1.53 -0.86  0.214
11 H -1.24 0.03 -1.80  0.200
12 H 0.51 -1.27 -1.00  0.466
13 H -1.86 0.25 1.52  -0.026
14 H -1.32 -1.50 0.58  -0.026

Properties
Molecular weight, u: 92.08
Energy above the lowest of the compared OMol25 structures with the same formula, charge and spin, kJ/mol: 444.9
Energy, eV: -14588.9773
HOMO-LUMO gap (alpha / beta), eV: 8.347 / 8.100

***

A structure of composition C3H9OP at a distorted geometry. Source: the Open Molecules 2025 dataset; level of theory: wB97M-V/def2-TZVPD.

Last column: natural (NBO) charge in e.
Element x y z (Å)
1 C -1.40 0.12 1.02  -0.657
2 C 0.45 -0.66 -0.76  -0.668
3 C -0.74 0.23 -0.36  0.155
4 O 0.19 1.82 -0.25  -0.836
5 P 1.91 -0.53 0.55  0.270
6 H -1.82 1.02 1.49  0.240
7 H -0.76 -0.25 1.72  0.218
8 H -2.10 -0.73 0.92  0.212
9 H 0.86 -0.23 -1.64  0.243
10 H 0.29 -1.67 -0.91  0.226
11 H -1.57 0.21 -1.15  0.196
12 H -0.39 2.52 -0.42  0.454
13 H 2.82 0.10 -0.31  -0.018
14 H 2.26 -1.94 0.09  -0.034

Properties
Molecular weight, u: 92.08
Energy above the lowest of the compared OMol25 structures with the same formula, charge and spin, kJ/mol: 309.9
Energy, eV: -14590.3758
HOMO-LUMO gap, eV: 10.327

***

A cluster of 2 separate species, C3H9OS in total at a distorted geometry. Source: the Open Molecules 2025 dataset; level of theory: wB97M-V/def2-TZVPD.

Last column: natural (NBO) charge in e.
Element x y z (Å)
1 C 2.21 -0.61 -0.62  -0.226
2 O 1.93 0.52 -1.34  -0.987
3 H 3.10 -0.36 0.00  0.108
4 H 2.10 -1.52 -1.23  0.104
5 H 1.50 -0.82 0.25  0.037
6 C -0.31 1.35 0.45  -0.739
7 S -2.10 1.09 0.56  0.113
8 C -2.17 -0.68 0.24  -0.761
9 H -0.15 2.35 0.07  0.217
10 H 0.17 1.31 1.43  0.195
11 H 0.12 0.63 -0.24  0.292
12 H -2.37 -0.87 -0.81  0.208
13 H -2.84 -1.22 0.91  0.204
14 H -1.19 -1.17 0.32  0.235

Properties
Molecular weight, u: 93.17
Total charge: -1
Energy above the lowest of the compared OMol25 structures with the same formula, charge and spin, kJ/mol: 256.7
Energy, eV: -16138.3958
HOMO-LUMO gap, eV: 5.544

***

A cluster of 2 separate species, C3H9S2 in total at a distorted geometry. Source: the Open Molecules 2025 dataset; level of theory: wB97M-V/def2-TZVPD.

Last column: natural (NBO) charge in e.
Element x y z (Å)
1 C -1.70 -0.35 -1.41  -0.761
2 S -2.04 0.47 0.17  -0.710
3 H -0.78 -0.12 -2.00  0.153
4 H -1.53 -1.44 -1.32  0.160
5 H -2.58 -0.27 -2.06  0.189
6 C 1.53 1.12 -0.63  -0.736
7 S 1.92 -0.42 0.29  0.051
8 C 0.48 -0.84 1.35  -0.699
9 H 0.93 0.79 -1.47  0.228
10 H 2.44 1.71 -0.71  0.213
11 H 1.00 1.74 0.06  0.235
12 H 0.24 0.00 1.85  0.214
13 H -0.22 -1.11 0.45  0.262
14 H 0.60 -1.71 1.92  0.202

Properties
Molecular weight, u: 109.24
Total charge: -1
Energy above the lowest of the compared OMol25 structures with the same formula, charge and spin, kJ/mol: 191.3
Energy, eV: -24926.7651
HOMO-LUMO gap, eV: 5.646

***

A cluster of 2 separate species, C3H9S2 in total at a distorted geometry. Source: the Open Molecules 2025 dataset; level of theory: wB97M-V/def2-TZVPD.

Last column: natural (NBO) charge in e.
Element x y z (Å)
1 C 1.96 -0.75 -1.24  -0.752
2 S 2.19 0.78 -0.35  -0.055
3 H 1.26 -0.70 -2.07  0.241
4 H 3.12 -0.72 -1.81  0.213
5 H 2.05 -1.57 -0.62  0.213
6 C -1.42 0.62 1.59  -0.651
7 C -1.51 -0.25 0.31  -0.539
8 S -1.64 0.69 -1.34  0.072
9 H -1.92 1.49 1.19  0.226
10 H -0.33 0.87 1.77  0.223
11 H -1.80 0.12 2.56  0.225
12 H -0.54 -0.85 0.12  0.233
13 H -2.24 -1.00 0.37  0.223
14 H 0.82 1.27 -0.49  0.129

Properties
Molecular weight, u: 109.24
Multiplicity: 2
Energy above the lowest of the compared OMol25 structures with the same formula, charge and spin, kJ/mol: 143.3
Energy, eV: -24924.4901
HOMO-LUMO gap (alpha / beta), eV: 9.817 / 6.770

***

The molecule C3HBr at a distorted geometry. Source: the Open Molecules 2025 dataset; level of theory: wB97M-V/def2-TZVPD.

Last column: natural (NBO) charge in e.
Element x y z (Å)
1 C 0.06 -0.09 0.07  0.141
2 C -0.88 0.32 -0.61  -0.553
3 C -1.90 0.84 -0.07  0.363
4 Br 2.33 -0.42 -0.63  -0.261
5 H 0.40 -0.64 1.24  0.310

Properties
Molecular weight, u: 116.94
Energy above the lowest of the compared OMol25 structures with the same formula, charge and spin, kJ/mol: 231.6
Energy, eV: -73161.8879
HOMO-LUMO gap, eV: 7.805

***

A cluster of 2 separate species, C3HBrCl2FO2 in total at a distorted geometry. Source: the Open Molecules 2025 dataset; level of theory: wB97M-V/def2-TZVPD.

Last column: natural (NBO) charge in e.
Element x y z (Å)
1 C -0.24 -0.68 -1.44  0.717
2 C -0.47 0.62 0.79  0.101
3 C 0.35 -0.35 0.03  0.084
4 O 0.09 -1.78 -1.85  -0.671
5 O -1.00 0.20 -1.81  -0.688
6 F 0.10 1.06 1.93  -0.329
7 Cl -2.03 -0.19 1.29  -0.069
8 Cl 0.95 -1.63 0.91  0.154
9 Br 3.02 1.27 -0.02  -0.540
10 H -0.76 1.47 0.17  0.240

Properties
Molecular weight, u: 238.85
Total charge: -1
Energy above the lowest of the compared OMol25 structures with the same formula, charge and spin, kJ/mol: 68.7
Energy, eV: -105027.4180
HOMO-LUMO gap (alpha / beta), eV: 7.064 / 5.834

***

A structure of composition C3HBrI2O at a distorted geometry. Source: the Open Molecules 2025 dataset; level of theory: wB97M-V/def2-TZVPD.

Last column: natural (NBO) charge in e.
Element x y z (Å)
1 C -1.12 0.78 -0.28  0.687
2 C -1.58 -0.36 0.10  -0.718
3 C 1.87 -0.13 -0.28  -0.414
4 O -0.65 1.79 -0.61  -0.444
5 Br 2.55 1.56 -0.41  0.179
6 I -0.91 -2.08 -0.92  0.214
7 I 2.18 -1.05 1.56  0.219
8 H -2.34 -0.53 0.84  0.277

Properties
Molecular weight, u: 386.75
Energy above the lowest of the compared OMol25 structures with the same formula, charge and spin, kJ/mol: 271.6
Energy, eV: -91413.7382
HOMO-LUMO gap, eV: 7.388